No. 1
C13H10AsO6S2Tc as an isolated structure. Source: the OMol25 dataset; level of theory: ωB97M-V/def2-TZVPD.

Geometry (Å):
1 Tc -0.36 -0.62 -1.36
2 O 1.81 2.44 -2.54
3 As 1.88 1.61 -1.00
4 O 3.33 1.76 -0.29
5 O 1.46 -0.04 -1.32
6 C 0.56 2.56 0.12
7 C 1.18 3.85 0.50
8 C 0.44 4.89 0.90
9 C -1.00 4.83 0.94
10 C -1.66 3.72 0.58
11 C -0.95 2.50 0.17
12 S -1.88 1.57 -1.09
13 O -0.94 1.38 -2.21
14 O -3.09 2.27 -1.34
15 O -2.08 0.17 -0.56
16 H 2.72 2.58 -2.84
17 H 2.26 3.91 0.45
18 H 0.93 5.82 1.17
19 H -1.56 5.70 1.24
20 H -2.74 3.69 0.56
21 S -0.13 1.51 1.46
22 C -0.24 -2.15 -0.64
23 C -0.13 -3.45 -0.04
24 C -1.15 -3.94 0.79
25 C -1.03 -5.19 1.37
26 C 0.11 -5.95 1.13
27 C 1.12 -5.47 0.32
28 C 1.01 -4.22 -0.27
29 H -2.03 -3.33 0.96
30 H -1.82 -5.56 2.01
31 H 0.20 -6.93 1.59
32 H 2.00 -6.07 0.14
33 H 1.79 -3.83 -0.90

Output
**F_max**: 0.7 eV/A
**ΔE to the lowest compared entry with this formula, charge and spin**: 0.0 kcal/mol
**LUMO**: -0.84 eV
**HOMO**: -0.319 Eh
**Spin multiplicity**: 1
**Frontier orbital gap**: 7.8 eV
**Calculated total energy**: -110631.8196 eV

=====

No. 2
C13H10AuCl5N as an isolated structure at a distorted geometry. Source: the OMol25 dataset; level of theory: ωB97M-V/def2-TZVPD.

Geometry (Å):
1 C 1.19 1.67 -3.39
2 C 0.64 2.62 -2.52
3 C -0.33 1.99 -1.69
4 C -0.31 0.57 -1.96
5 C 0.73 0.36 -3.02
6 Au 1.22 -0.39 -0.27
7 N 2.21 -0.77 -2.68
8 C 2.10 1.02 1.21
9 C 1.00 1.67 1.67
10 H -0.92 2.47 -0.92
11 H 0.89 3.67 -2.48
12 H -0.95 -0.20 -1.59
13 H 0.89 -0.58 -3.51
14 H 1.96 1.84 -4.12
15 H 0.50 2.62 1.16
16 H 2.43 -0.09 1.36
17 H 2.50 -0.06 -1.85
18 H 0.41 1.34 2.60
19 H 2.61 1.50 0.33
20 Cl 1.45 -2.64 2.01
21 C -0.16 -2.17 1.86
22 C -0.47 -1.09 1.06
23 C -1.78 -0.62 1.15
24 Cl -2.22 0.91 0.57
25 C -2.84 -1.37 1.76
26 Cl -4.48 -0.89 1.57
27 C -2.54 -2.53 2.51
28 Cl -3.80 -3.49 3.24
29 C -1.16 -2.94 2.55
30 Cl -0.75 -4.39 3.40

Output
**⟨S²⟩**: 2.03
**F_max**: 4.4 eV/A
**ΔE to the lowest compared entry with this formula, charge and spin**: 75.9 kcal/mol
**Charge**: -1
**LUMO (alpha / beta)**: 2.60 / 2.07 eV
**HOMO (alpha / beta)**: -0.097 / -0.138 Eh
**Spin multiplicity**: 3
**Frontier orbital gap (alpha / beta)**: 5.3 / 5.8 eV
**Calculated total energy**: -81429.6215 eV

=====

No. 3
C13H10BrI as an isolated structure at a distorted geometry. Source: the OMol25 dataset; level of theory: ωB97M-V/def2-TZVPD.

Geometry (Å):
1 C -0.69 3.66 0.34
2 C -1.21 -3.53 0.02
3 C -1.36 2.47 0.17
4 C 0.74 3.72 0.26
5 C -0.60 -3.24 -1.22
6 C -0.84 -2.84 1.13
7 C -0.70 1.25 0.11
8 C 1.39 2.46 0.12
9 C 0.08 -2.06 -1.33
10 C -0.02 -1.68 1.05
11 C 0.69 1.22 0.06
12 C 0.45 -1.29 -0.19
13 C 1.42 0.02 -0.29
14 Br 2.29 0.15 -2.07
15 I 3.01 -0.36 1.16
16 H -1.34 4.62 0.31
17 H -1.77 -4.45 -0.04
18 H -2.38 2.39 0.19
19 H 1.20 4.61 0.30
20 H -0.89 -3.94 -2.10
21 H -1.20 -3.01 2.18
22 H -1.42 0.47 -0.04
23 H 2.50 2.31 0.05
24 H 0.48 -1.77 -2.24
25 H 0.16 -1.16 2.06

Output
**F_max**: 6.1 eV/A
**ΔE to the lowest compared entry with this formula, charge and spin**: 0.0 kcal/mol
**LUMO**: -0.02 eV
**HOMO**: -0.333 Eh
**Spin multiplicity**: 1
**Frontier orbital gap**: 9.1 eV
**Calculated total energy**: -91784.7383 eV

=====

No. 4
C13H10IN4O4RuS as an isolated structure at a distorted geometry. Source: the OMol25 dataset; level of theory: ωB97M-V/def2-TZVPD.

Geometry (Å):
1 Ru 0.12 -0.66 0.06
2 O -0.03 -3.09 3.43
3 C -0.09 -2.43 2.32
4 O 0.43 -1.32 2.14
5 C -0.85 -3.11 1.22
6 C -1.47 -4.34 1.22
7 C -2.06 -4.76 0.02
8 C -2.01 -3.97 -1.13
9 C -1.36 -2.75 -1.05
10 N -0.84 -2.36 0.11
11 C -1.11 -1.77 -2.20
12 O -1.60 -1.95 -3.27
13 O -0.30 -0.75 -1.89
14 H 0.49 -2.61 4.11
15 H -1.49 -4.96 2.10
16 H -2.56 -5.72 -0.01
17 H -2.44 -4.28 -2.07
18 I 5.77 -0.95 -0.32
19 C 3.89 -0.23 -0.71
20 C 3.39 0.20 -1.93
21 N 2.13 0.60 -1.74
22 N 1.76 0.49 -0.45
23 C 2.85 -0.01 0.18
24 H 3.85 0.26 -2.90
25 H 1.46 0.88 -2.44
26 H 2.83 -0.13 1.26
27 S -2.67 2.75 0.14
28 C -3.21 1.60 1.28
29 C -2.35 0.55 1.34
30 N -1.27 0.68 0.49
31 C -1.33 1.81 -0.21
32 H -4.12 1.74 1.84
33 H -2.43 -0.31 1.99
34 H -0.58 2.08 -0.93

Output
**⟨S²⟩**: 0.76
**F_max**: 1.1 eV/A
**ΔE to the lowest compared entry with this formula, charge and spin**: 8.6 kcal/mol
**Charge**: +2
**LUMO (alpha / beta)**: -8.16 / -8.88 eV
**HOMO (alpha / beta)**: -0.534 / -0.534 Eh
**Spin multiplicity**: 2
**Frontier orbital gap (alpha / beta)**: 6.4 / 5.7 eV
**Calculated total energy**: -49296.0963 eV

=====

No. 5
An isolated molecule of C13H10IN4P at a distorted geometry. Source: the OMol25 dataset; level of theory: ωB97M-V/def2-TZVPD.

Geometry (Å):
1 N -0.39 -4.12 3.92
2 P 0.53 -3.18 3.01
3 C -0.36 -1.57 2.57
4 C -1.35 -1.09 3.51
5 C -2.14 0.17 3.21
6 C -1.85 0.84 1.95
7 C -0.81 0.36 0.98
8 N -0.60 1.10 -0.18
9 C 0.33 0.56 -1.01
10 C 0.61 1.35 -2.33
11 C -0.54 1.63 -3.24
12 C -0.25 2.42 -4.46
13 C 1.15 2.83 -4.67
14 N 2.23 2.58 -3.86
15 C 1.92 1.88 -2.73
16 C 1.04 -0.72 -0.68
17 I 2.45 -1.48 -2.15
18 N 0.91 -1.47 0.44
19 C -0.05 -0.87 1.25
20 H 0.08 -4.32 4.81
21 H 1.77 -2.92 3.68
22 H 0.78 -3.86 1.78
23 H -1.60 -1.61 4.47
24 H -2.93 0.58 3.88
25 H -2.44 1.77 1.70
26 H -1.59 1.31 -3.04
27 H -1.03 2.72 -5.20
28 H 1.36 3.42 -5.61
29 H 2.78 1.67 -2.02

Output
**SMILES**: N=[PH2]c1cccc2nc(-c3cccnc3)c(I)nc12
**F_max**: 4.5 eV/A
**LUMO**: -1.23 eV
**HOMO**: -0.312 Eh
**Spin multiplicity**: 1
**Frontier orbital gap**: 7.3 eV
**Calculated total energy**: -36989.0932 eV

=====

No. 6
An isolated molecule of C13H10N2 at a distorted geometry. Source: the OMol25 dataset; level of theory: ωB97M-V/def2-TZVPD.

Geometry (Å):
1 N -1.36 -1.36 -1.69
2 C -0.69 -0.44 -0.70
3 C 0.33 0.37 -1.20
4 C 0.43 0.60 -2.48
5 C 1.48 1.48 -2.80
6 C 2.46 1.99 -2.02
7 C 2.43 1.69 -0.71
8 C 1.24 1.06 -0.22
9 N 1.12 0.82 1.12
10 C 0.11 -0.04 1.50
11 C -0.15 -0.24 2.98
12 C -1.08 -1.13 3.45
13 C -1.95 -1.75 2.60
14 C -1.90 -1.39 1.26
15 C -0.82 -0.61 0.61
16 H -1.58 -0.80 -2.58
17 H -2.22 -1.62 -1.23
18 H -0.14 0.27 -3.29
19 H 1.56 1.66 -3.86
20 H 3.26 2.68 -2.33
21 H 3.40 1.93 -0.09
22 H 0.42 0.45 3.77
23 H -1.10 -1.29 4.56
24 H -2.58 -2.64 2.75
25 H -2.67 -1.68 0.63

Output
**SMILES**: Nc1c2ccccc2nc2ccccc12
**F_max**: 6.7 eV/A
**ΔE to the lowest compared entry with this formula, charge and spin**: 35.8 kcal/mol
**LUMO**: -0.56 eV
**HOMO**: -0.281 Eh
**Spin multiplicity**: 1
**Frontier orbital gap**: 7.1 eV
**Calculated total energy**: -16621.1260 eV

=====

no.,molar mass (g/mol)
1,499.27
2,554.46
3,373.03
4,546.29
5,380.13
6,194.24